(1)
The following is a quantum chemistry calculation of a gas-phase ion, C11H19BrNO (charge +1) at a distorted geometry, from the Open Molecules 2025 dataset.

## Properties
Molar mass   261.2 g mol⁻¹
Multiplicity   1
LUMO level (alpha / beta)   -0.183 / -0.183 hartree
Net charge   +1
HOMO (alpha / beta)   -12.2 / -12.1 eV
Frontier orbital gap (alpha / beta)   7.26 / 7.11 eV

Last column: natural (NBO) charge in e.
Cartesian coordinates (Å):
C: -2.77253 0.51002 -0.79763  -0.017
C: -0.67100 1.70290 -0.49987  0.337
C: 2.48260 1.23821 1.45927  -0.388
C: 2.56654 -0.20708 1.93645  -0.400
C: 0.92226 1.35629 1.44660  -0.404
C: 1.72141 -0.98321 0.92580  -0.412
C: -0.64780 -0.49261 -1.59872  -0.217
C: -2.09088 -0.77580 -1.11979  -0.126
C: 0.49731 0.01284 0.77707  0.008
C: -0.41151 2.59812 -1.68268  -0.795
C: -1.99736 -3.08617 -0.24498  -0.286
N: 0.09884 0.46252 -0.69096  -0.540
O: -2.00861 -1.61937 -0.01442  -0.567
Br: -3.90231 0.40379 0.63455  0.267
H: 2.86427 1.89911 2.08418  0.227
H: 2.79249 1.51815 0.51180  0.196
H: 3.56397 -0.50909 1.86704  0.230
H: 2.21780 -0.43498 2.88865  0.227
H: 0.38756 1.33862 2.33851  0.237
H: 0.54648 2.18199 0.90229  0.226
H: 2.05969 -1.11296 -0.09822  0.205
H: 1.21970 -1.81386 1.22119  0.230
H: -0.06443 -1.50764 -1.49344  0.257
H: -0.77588 0.05917 -2.48462  0.234
H: -2.58361 -1.34632 -1.88594  0.256
H: -0.50321 -0.22080 1.05895  0.233
H: -1.30607 3.01719 -1.83862  0.266
H: -0.05941 2.15176 -2.52393  0.206
H: 0.28021 3.44692 -1.30872  0.274
H: -1.49216 -3.49457 0.71338  0.223
H: -1.12920 -3.40963 -0.91793  0.173
H: -2.86594 -3.63128 -0.58161  0.216
H: 1.06078 0.74775 -0.98368  0.423

(2)
The following is a quantum chemistry calculation of a molecular structure, C11H19Cl3O4SV at a distorted geometry, from the Open Molecules 2025 dataset.

## Properties
Molar mass   404.6 g mol⁻¹
Multiplicity   2
LUMO level (alpha / beta)   0.173 / 0.173 hartree
Net charge   -2
<S²>   0.78
HOMO (alpha / beta)   -0.9 / -0.9 eV
Frontier orbital gap (alpha / beta)   5.58 / 5.59 eV

Last column: Mulliken spin population.
Cartesian coordinates (Å):
C: -0.20516 -1.84841 0.05411  0.010
C: 0.94014 -1.63123 -0.78270  -0.061
C: 0.60629 -0.61729 -1.72279  -0.053
C: 2.15110 -2.48794 -0.83816  0.005
C: -0.71862 -0.15050 -1.44365  0.045
C: -1.23958 -0.93688 -0.37314  -0.066
C: -2.64214 -0.88515 0.11061  0.010
C: -0.34960 -2.91389 1.07503  0.007
C: 1.40076 -0.27964 -2.93154  0.003
C: -1.51313 0.78155 -2.28304  -0.005
V: 0.45811 0.25562 0.64175  1.142
Cl: 5.28302 -0.58468 0.24625  0.000
Cl: 2.10112 -0.57191 1.94493  0.005
Cl: 1.87077 1.64872 -0.47399  -0.008
H: 2.25519 -3.07840 0.07650  0.000
H: 3.06642 -1.88665 -0.92848  -0.001
H: 2.09499 -3.18453 -1.68971  -0.001
H: 2.47423 -0.29779 -2.71510  -0.001
H: 1.13854 0.71054 -3.31825  -0.001
H: 1.20286 -1.01265 -3.73012  -0.004
H: -0.91044 1.64425 -2.58752  0.001
H: -2.38022 1.15673 -1.73152  0.000
H: -1.87973 0.28118 -3.19187  0.003
H: -3.02292 0.13740 0.03218  -0.002
H: -2.69151 -1.17977 1.16194  0.000
H: -3.30079 -1.53696 -0.47771  -0.003
H: 0.59730 -3.08464 1.59480  -0.001
H: -0.66741 -3.86301 0.62317  -0.001
H: -1.09547 -2.62386 1.82071  0.000
O: -0.81395 0.01854 1.93973  -0.043
H: -0.92955 0.82327 2.50177  0.005
C: -0.91936 3.70674 2.86985  -0.001
S: 0.09889 3.15617 1.47648  -0.001
O: -0.84642 2.49272 0.51532  0.016
O: 0.76546 4.33659 0.98666  0.002
O: 0.92430 2.08175 2.12638  -0.002
H: -1.12767 4.77491 2.78508  0.000
H: -0.33278 3.52169 3.77060  0.000
H: -1.84304 3.12743 2.86545  0.000